No. 1
C2H3NOS2 | ωB97M-V/def2-TZVPD

Each line ends with the Mulliken charge.
Atoms and positions in Å:
C 0.484 -0.073 0.125  0.34
C 1.263 0.578 1.224  0.05
H -2.195 -0.945 -0.569  0.14
H -0.614 1.494 0.469  0.29
H 2.331 0.186 1.384  0.31
N -0.658 0.622 -0.022  -0.27
O 0.826 1.442 1.936  -0.48
S -1.876 0.230 -1.092  -0.11
S 1.126 -1.458 -0.452  -0.27

Values from the calculation:
SMILES   O=CC(=S)NS

***

No. 2
C3H10N2S | ωB97M-V/def2-TZVPD

Each line ends with the Mulliken charge.
Atoms and positions in Å:
N 0.780 1.003 1.020  -0.64
C 0.027 0.339 -0.027  0.24
C -1.472 0.576 0.105  -1.06
S -1.975 2.306 0.211  -0.18
C 0.275 -1.173 -0.110  -0.68
N 1.668 -1.424 -0.414  -0.53
H 1.767 0.870 0.834  0.31
H -1.796 2.589 -1.079  0.10
H 0.616 0.541 1.911  0.25
H 0.341 0.784 -0.978  0.38
H -1.942 0.105 -0.754  0.36
H -1.837 0.065 0.995  0.39
H -0.404 -1.603 -0.854  0.32
H 0.105 -1.583 0.888  0.33
H 1.888 -2.409 -0.468  0.21
H 1.960 -0.988 -1.279  0.21

Values from the calculation:
SMILES   NC[C@H](N)CS

***

No. 3
C20H26N2O5 | ωB97M-V/def2-TZVPD

Each line ends with the Mulliken charge.
Atoms and positions in Å:
C -0.946 3.354 2.579  -0.52
H -0.884 4.281 3.146  0.27
O 0.187 2.607 2.945  -0.52
C 0.354 1.359 2.390  1.25
C -0.486 0.766 1.465  0.15
C -0.208 -0.508 0.973  -0.16
C 0.909 -1.185 1.428  -0.45
C 1.760 -0.597 2.348  -1.20
C 1.497 0.672 2.834  0.26
O 2.334 1.246 3.733  -0.64
H 1.982 2.119 3.955  0.35
H 2.638 -1.111 2.704  0.43
H 1.129 -2.174 1.058  0.44
C -1.176 -1.142 -0.013  0.51
N -2.266 -1.784 0.709  -0.14
C -2.369 -3.103 0.975  0.16
O -3.157 -3.579 1.762  -0.69
N -1.534 -3.909 0.216  -0.09
C -0.682 -3.460 -0.762  0.79
C -0.486 -2.131 -0.926  -0.85
C 0.438 -1.557 -1.906  0.15
O 1.118 -2.165 -2.706  -0.70
O 0.466 -0.216 -1.821  0.29
C 1.373 0.445 -2.698  -1.34
H 2.396 0.162 -2.422  0.46
C 1.176 1.954 -2.581  0.36
C 1.440 2.423 -1.150  0.22
C 1.221 3.927 -1.017  -1.05
C -0.190 4.309 -1.455  -0.41
C -0.438 3.857 -2.890  -1.02
C -0.237 2.351 -3.013  -0.44
H -0.408 2.035 -4.045  0.40
H -0.957 1.831 -2.378  -0.06
H 0.257 4.373 -3.557  0.38
H -1.453 4.122 -3.195  0.46
H -0.329 5.389 -1.372  0.33
H -0.920 3.826 -0.800  0.10
H 1.388 4.232 0.019  0.40
H 1.945 4.457 -1.640  0.45
H 2.462 2.171 -0.862  0.47
H 0.767 1.889 -0.477  -0.54
H 1.899 2.429 -3.253  0.49
H 1.193 0.100 -3.723  0.45
C -0.046 -4.548 -1.561  -1.79
H 0.471 -5.239 -0.897  0.43
H 0.659 -4.134 -2.273  0.37
H -0.814 -5.104 -2.098  0.40
H -1.664 -4.903 0.335  0.24
H -2.814 -1.186 1.309  0.27
H -1.619 -0.342 -0.623  0.19
H -1.363 1.285 1.110  0.35
H -1.871 2.831 2.841  0.34
H -0.944 3.585 1.510  -0.02

Values from the calculation:
SMILES   COc1cc([C@@H]2NC(=O)NC(C)=C2C(=O)OCC2CCCCC2)ccc1O

***

The evaluated HOMO-LUMO gap for the records listed, in turn: 0.307; 0.358; 0.326 Ha.
The evaluated E for the records listed, in turn: -27329.4872; -17088.4707; -34381.3629 eV.
The evaluated energy above the lowest of the compared OMol25 structures with the same formula, charge and spin for the records listed, in turn: 124.4; 12.9; 41.8 kJ/mol.